[1]
Formula: C35H72F18N4O23S6Y
Source: OMol25
Level of theory: wB97M-V/def2-TZVPD

Element x y z (Å)
Y -0.183 0.542 0.144
C -1.178 -4.351 -5.992
C -1.699 -2.861 -5.834
C -0.718 -1.771 -6.342
C 0.678 -1.967 -5.732
N 1.794 -1.028 -6.264
C 3.111 -1.363 -5.631
C 4.305 -1.061 -6.618
C 3.558 -1.200 -8.007
C 2.075 -1.226 -7.745
C 1.486 0.345 -5.673
H -0.815 -4.505 -7.008
H -1.981 -5.076 -5.860
H -0.380 -4.494 -5.264
H -1.995 -2.558 -4.830
H -2.634 -2.744 -6.382
H -1.198 -0.834 -6.059
H -0.705 -1.968 -7.414
H 1.006 -2.958 -6.043
H 0.646 -1.884 -4.645
H 3.234 -0.822 -4.693
H 3.137 -2.408 -5.324
H 4.770 -0.091 -6.440
H 5.108 -1.790 -6.516
H 3.835 -0.388 -8.679
H 3.899 -2.119 -8.485
H 1.535 -0.546 -8.404
H 1.567 -2.173 -7.923
H 0.757 0.879 -6.283
H 2.382 0.966 -5.681
H 1.104 0.256 -4.657
C -2.762 -0.059 -8.313
O -2.965 0.579 -7.105
C -2.322 1.783 -7.147
C -2.907 2.641 -5.978
N -3.260 1.810 -4.722
H -3.620 0.925 -5.050
H -2.380 1.744 -4.232
C -4.258 2.524 -3.805
C -4.619 1.714 -2.568
O -5.339 0.587 -3.107
C -5.762 -0.377 -2.223
H -3.271 -1.018 -8.420
H -1.730 -0.228 -8.620
H -3.205 0.462 -9.162
H -2.539 2.334 -8.062
H -1.256 1.676 -6.945
H -3.869 2.975 -6.367
H -2.194 3.415 -5.696
H -5.074 2.779 -4.481
H -3.765 3.451 -3.510
H -5.201 2.369 -1.920
H -3.756 1.459 -1.952
H -6.564 -0.981 -2.648
H -6.223 0.092 -1.354
H -4.948 -0.957 -1.790
C 7.309 -4.699 0.895
O 6.653 -4.148 2.062
C 5.214 -4.245 2.029
C 4.531 -3.677 3.278
N 4.750 -2.163 3.342
H 5.750 -2.023 3.377
H 4.497 -1.704 2.478
C 4.023 -1.455 4.484
C 3.620 -0.042 3.967
O 4.902 0.448 3.610
C 4.951 1.763 2.968
H 7.152 -5.771 0.780
H 8.370 -4.468 0.988
H 6.971 -4.274 -0.051
H 4.905 -5.282 1.899
H 4.804 -3.677 1.194
H 4.879 -4.015 4.254
H 3.447 -3.750 3.198
H 4.776 -1.373 5.269
H 3.149 -1.992 4.852
H 3.406 0.711 4.726
H 2.857 -0.061 3.189
H 4.209 2.481 3.316
H 4.639 1.575 1.940
H 5.945 2.210 2.951
C 0.714 -0.573 7.387
C -0.499 0.038 6.645
N -1.317 1.194 7.437
C -0.451 2.472 7.575
C -2.571 1.395 6.531
C -2.363 2.103 5.145
C -1.666 0.691 8.909
C -2.858 1.441 9.554
O -2.752 2.896 9.527
C -3.842 3.643 9.919
H 1.277 -1.163 6.663
H 0.436 -1.295 8.154
H 1.509 0.073 7.761
H -1.215 -0.695 6.273
H -0.287 0.680 5.791
H -0.182 2.985 6.652
H 0.458 2.051 8.004
H -0.865 3.285 8.172
H -3.182 2.100 7.095
H -3.166 0.491 6.399
H -2.347 3.184 5.278
H -3.129 1.991 4.377
H -1.435 1.778 4.675
H -0.729 0.970 9.391
H -1.775 -0.389 8.815
H -2.923 1.196 10.614
H -3.804 1.183 9.078
H -3.842 3.595 11.008
H -4.821 3.289 9.595
H -3.602 4.674 9.661
C -4.314 1.486 1.090
F -4.843 2.325 0.242
F -4.921 1.545 2.320
F -4.412 0.178 0.592
S -2.512 2.020 1.302
O -1.815 0.820 1.782
O -1.928 2.224 -0.037
O -2.473 3.274 2.077
C -2.159 -3.119 -1.594
F -3.486 -3.292 -1.525
F -1.561 -3.498 -0.425
F -1.742 -3.727 -2.665
S -1.715 -1.181 -1.845
O -2.192 -0.569 -0.622
O -0.264 -0.983 -1.623
O -2.360 -0.719 -3.048
C -0.632 4.407 -2.629
F -1.637 4.392 -1.841
F -1.050 4.918 -3.826
F 0.328 5.163 -2.179
S 0.116 2.552 -2.969
O 0.307 1.908 -1.656
O -0.829 1.793 -3.806
O 1.374 2.784 -3.681
C -1.489 -2.209 3.465
F -1.858 -3.378 2.931
F -2.403 -1.297 3.188
F -1.307 -2.280 4.806
S 0.061 -1.653 2.524
O -0.354 -1.472 1.151
O 0.537 -0.356 2.990
O 1.117 -2.691 2.693
C 2.775 -2.430 -1.398
F 2.035 -2.001 -2.452
F 2.025 -3.265 -0.607
F 3.901 -3.045 -1.812
S 3.232 -0.803 -0.320
O 3.893 -1.283 0.889
O 4.039 0.091 -1.216
O 1.889 -0.202 0.011
C 1.059 3.551 3.739
F 1.445 2.455 4.281
F -0.200 3.767 3.981
F 1.779 4.581 4.110
S 1.305 3.296 1.812
O 0.757 2.020 1.415
O 0.551 4.385 1.151
O 2.742 3.363 1.614

The value obtained for the frontier orbital gap is 8.74 eV. The HOMO energy comes out at -10.3 eV. The total energy comes out at -7551.2410 Ha. The total charge is +1. As for the spin multiplicity: 1.

---

[2]
Formula: C12H36FNaO16P4
Source: OMol25
Level of theory: wB97M-V/def2-TZVPD

Element x y z (Å)
Na -0.764 -0.137 0.037
F -3.167 -0.923 -0.430
C 0.904 -2.819 3.418
O 1.778 -3.439 2.462
P 1.406 -3.419 0.870
O 0.663 -2.284 0.300
O 2.819 -3.658 0.192
C 2.923 -4.219 -1.135
O 0.632 -4.837 0.618
C 1.253 -6.067 1.016
H 1.512 -2.310 4.166
H 0.436 -3.648 3.948
H 0.251 -2.101 2.921
H 3.380 -5.209 -1.151
H 3.609 -3.611 -1.725
H 1.994 -4.437 -1.661
H 1.872 -5.899 1.897
H 1.720 -6.509 0.135
H 0.506 -6.801 1.317
C -1.557 2.089 4.385
O -0.196 2.377 4.187
P 0.684 1.270 3.435
O 0.062 0.559 2.276
O 1.992 2.144 3.043
C 1.830 3.323 2.305
O 1.179 0.352 4.706
C 1.633 0.875 5.915
H -1.805 1.588 3.449
H -2.077 3.047 4.406
H -1.774 1.490 5.269
H 2.549 3.413 1.491
H 2.121 4.098 3.015
H 0.786 3.385 1.996
H 2.043 1.883 5.989
H 2.528 0.321 6.197
H 0.797 0.771 6.607
C 0.668 -2.831 -4.972
O 0.730 -2.133 -3.664
P 0.322 -0.549 -3.636
O 0.229 0.058 -2.251
O 1.322 0.188 -4.698
C 1.212 1.562 -4.982
O -1.137 -0.572 -4.458
C -2.296 -1.301 -4.005
H 0.672 -2.134 -5.810
H -0.203 -3.483 -4.921
H 1.508 -3.516 -5.088
H 0.973 1.738 -6.030
H 2.163 2.032 -4.730
H 0.392 2.118 -4.526
H -1.894 -2.212 -3.564
H -2.878 -1.693 -4.839
H -2.992 -0.763 -3.361
C 0.209 5.140 -0.200
O -1.164 4.758 -0.068
P -1.675 3.218 -0.206
O -0.582 2.231 0.087
O -2.940 3.215 0.814
C -4.021 2.330 0.625
O -2.301 3.233 -1.759
C -2.368 1.966 -2.487
H 0.842 4.323 -0.546
H 0.595 5.575 0.722
H 0.251 5.923 -0.956
H -3.969 1.376 1.151
H -4.174 1.843 -0.338
H -4.932 2.838 0.940
H -2.189 1.094 -1.859
H -1.597 2.050 -3.253
H -3.299 1.720 -2.999

The value obtained for the frontier orbital gap is 8.08 eV. The HOMO energy comes out at -7.7 eV. The total energy comes out at -3310.6016 Ha. As for the spin multiplicity: 1. For the energy relative to the best compared isomer or geometry (same formula, charge and spin), the calculation gives 72.0 kcal/mol.